Entry 1:
{
  "formula": "C33H63F4N5O8PS4",
  "method": "ωB97M-V/def2-TZVPD",
  "largest_force_ev_per_a": 1.0,
  "total_charge": 1,
  "e_homo_ev": -10.8,
  "energy_ha": -4504.1385,
  "species": ["C", "C", "C", "O", "N", "C", "N", "C", "S", "O", "O", "C", "C", "S", "C", "C", "C", "C", "C", "O", "N", "C", "C", "P", "C", "C", "C", "C", "C", "C", "C", "F", "C", "C", "C", "N", "N", "C", "F", "F", "F", "H", "H", "H", "H", "H", "H", "H", "H", "H", "H", "H", "H", "H", "H", "H", "H", "H", "H", "H", "H", "H", "H", "H", "H", "H", "H", "H", "H", "H", "H", "H", "H", "H", "H", "H", "H", "H", "H", "H", "H", "H", "H", "H", "H", "H", "H", "H", "C", "C", "C", "S", "O", "O", "C", "H", "H", "H", "H", "H", "H", "H", "H", "C", "C", "C", "S", "O", "O", "C", "H", "H", "H", "H", "H", "H", "H", "H"],
  "xyz": [[6.485, 2.580, -0.276], [6.128, 1.341, -1.093], [4.939, 0.628, -0.480], [4.261, -0.075, -1.559], [3.449, -1.057, -1.071], [2.182, -1.057, -1.410], [1.319, -2.000, -1.052], [1.701, -3.097, -0.196], [1.843, -2.819, 1.570], [2.512, -1.558, 1.750], [2.331, -4.039, 2.122], [-0.070, -1.777, -1.575], [-0.957, -2.963, -1.240], [-0.507, -4.435, -2.201], [-1.867, -5.455, -1.588], [-1.926, -5.537, -0.058], [-0.630, -0.379, -1.154], [-1.033, -0.411, 0.355], [-2.492, -0.656, 0.754], [-3.214, 0.251, 1.040], [-2.837, -2.037, 0.937], [-4.228, -2.308, 0.551], [-2.637, -2.365, 2.360], [-2.308, -0.261, -2.066], [-2.923, 1.450, -1.785], [-2.034, -0.299, -3.886], [-3.390, -0.549, -4.573], [0.552, 0.688, -1.434], [1.254, 1.155, -0.115], [0.608, 2.302, 0.687], [1.279, 3.654, 0.503], [2.660, 3.520, 0.593], [0.092, 1.908, -2.232], [1.128, 2.870, -2.787], [0.578, 3.898, -3.746], [2.338, 2.785, -2.442], [1.680, -0.020, -2.175], [1.909, -0.142, -3.582], [2.151, -1.447, -3.891], [0.830, 0.254, -4.274], [2.964, 0.562, -4.025], [6.623, 2.332, 0.778], [7.409, 3.029, -0.637], [5.695, 3.330, -0.344], [5.868, 1.614, -2.117], [6.977, 0.658, -1.133], [5.236, -0.103, 0.279], [4.236, 1.333, -0.029], [3.870, -1.717, -0.429], [2.718, -3.437, -0.434], [1.070, -3.970, -0.358], [0.552, -2.676, 1.958], [0.030, -1.761, -2.662], [-1.990, -2.707, -1.460], [-0.921, -3.202, -0.178], [-1.709, -6.430, -2.049], [-2.799, -5.058, -1.995], [-2.708, -4.889, 0.336], [-0.977, -5.239, 0.388], [-2.133, -6.550, 0.283], [-0.771, 0.517, 0.847], [-0.471, -1.204, 0.856], [-4.457, -3.340, 0.821], [-4.933, -1.650, 1.068], [-4.336, -2.197, -0.527], [-1.671, -1.983, 2.703], [-3.415, -1.921, 2.992], [-2.633, -3.450, 2.473], [-2.743, 2.102, -2.641], [-3.994, 1.386, -1.599], [-2.485, 1.896, -0.894], [-1.345, -1.106, -4.139], [-1.621, 0.643, -4.249], [-4.030, -1.205, -3.979], [-3.936, 0.384, -4.710], [-3.248, -1.017, -5.546], [1.369, 0.298, 0.549], [2.255, 1.468, -0.395], [0.633, 2.054, 1.751], [-0.453, 2.433, 0.455], [0.971, 4.328, 1.304], [1.035, 4.138, -0.435], [-0.577, 2.488, -1.596], [-0.530, 1.612, -3.074], [-0.499, 3.812, -3.885], [0.815, 4.903, -3.392], [1.049, 3.762, -4.722], [2.892, 3.516, -2.891], [0.453, 8.173, 1.891], [1.700, 8.968, 1.478], [2.142, 8.444, 0.107], [0.647, 7.853, -0.702], [0.761, 6.423, -0.892], [0.312, 8.686, -1.825], [-0.461, 8.163, 0.670], [-0.044, 8.615, 2.752], [0.733, 7.150, 2.154], [1.450, 10.028, 1.406], [2.502, 8.869, 2.208], [2.583, 9.207, -0.530], [2.815, 7.592, 0.187], [-1.223, 7.388, 0.677], [-0.918, 9.137, 0.495], [-3.256, -6.255, 6.216], [-1.836, -6.837, 6.171], [-1.544, -7.219, 4.715], [-2.532, -6.105, 3.705], [-3.516, -6.868, 2.979], [-1.678, -5.196, 2.975], [-3.336, -5.259, 5.063], [-3.467, -5.773, 7.168], [-3.992, -7.048, 6.070], [-1.120, -6.084, 6.507], [-1.733, -7.701, 6.825], [-0.502, -7.094, 4.431], [-1.875, -8.228, 4.477], [-4.347, -5.003, 4.755], [-2.761, -4.355, 5.268]]
}

Entry 2:
{
  "formula": "C33H63NO4",
  "method": "ωB97M-V/def2-TZVPD",
  "largest_force_ev_per_a": 4.1,
  "total_charge": 0,
  "e_homo_ev": -9.4,
  "energy_ha": -1650.8110,
  "species": ["C", "C", "C", "C", "C", "C", "C", "C", "C", "C", "C", "C", "C", "C", "C", "C", "C", "C", "C", "C", "O", "C", "N", "C", "O", "C", "C", "C", "C", "C", "C", "C", "C", "C", "O", "C", "C", "O", "H", "H", "H", "H", "H", "H", "H", "H", "H", "H", "H", "H", "H", "H", "H", "H", "H", "H", "H", "H", "H", "H", "H", "H", "H", "H", "H", "H", "H", "H", "H", "H", "H", "H", "H", "H", "H", "H", "H", "H", "H", "H", "H", "H", "H", "H", "H", "H", "H", "H", "H", "H", "H", "H", "H", "H", "H", "H", "H", "H", "H", "H", "H"],
  "xyz": [[-5.146, -5.417, 6.949], [-4.933, -6.178, 5.619], [-3.542, -5.898, 4.973], [-3.666, -5.090, 3.661], [-2.437, -5.266, 2.724], [-1.372, -4.134, 2.888], [-1.091, -3.405, 1.566], [0.018, -2.356, 1.757], [0.408, -1.550, 0.465], [0.249, -0.042, 0.844], [1.164, 0.560, 1.937], [1.971, 1.769, 1.412], [2.992, 2.267, 2.475], [2.911, 3.787, 2.729], [4.151, 4.245, 3.567], [4.669, 5.642, 3.111], [4.008, 6.734, 4.027], [3.903, 8.103, 3.296], [2.467, 8.444, 2.846], [1.451, 8.367, 4.024], [0.642, 7.212, 3.843], [0.402, 6.467, 5.023], [0.282, 0.624, -0.498], [-0.776, -0.143, -1.154], [-1.657, 0.284, -1.780], [-0.490, -1.645, -0.782], [0.015, -2.549, -1.970], [0.284, -1.771, -3.265], [0.560, -2.717, -4.481], [0.006, -2.008, -5.754], [0.822, -2.322, -7.028], [0.413, -1.367, -8.193], [-0.273, -2.112, -9.364], [-1.133, -1.222, -10.273], [-2.084, -0.420, -9.543], [-3.116, -1.171, -9.020], [-3.203, -1.344, -7.517], [-3.912, -1.628, -9.746], [-4.324, -5.587, 7.652], [-6.072, -5.798, 7.396], [-5.262, -4.345, 6.759], [-5.019, -7.251, 5.820], [-5.716, -5.859, 4.922], [-2.909, -5.358, 5.692], [-3.056, -6.865, 4.800], [-3.874, -4.040, 3.901], [-4.530, -5.504, 3.123], [-1.974, -6.214, 3.021], [-2.796, -5.333, 1.692], [-1.727, -3.451, 3.671], [-0.460, -4.604, 3.277], [-1.986, -2.885, 1.205], [-0.795, -4.178, 0.845], [0.925, -2.894, 2.071], [-0.239, -1.676, 2.577], [1.463, -1.759, 0.234], [-0.789, 0.157, 1.160], [0.507, 0.893, 2.753], [1.831, -0.184, 2.392], [2.559, 1.374, 0.572], [1.310, 2.554, 1.040], [2.710, 1.789, 3.424], [4.015, 1.990, 2.207], [2.004, 4.018, 3.301], [2.879, 4.371, 1.801], [4.980, 3.534, 3.491], [3.795, 4.345, 4.599], [5.750, 5.765, 3.228], [4.297, 5.851, 2.102], [3.028, 6.322, 4.298], [4.574, 6.832, 4.962], [4.295, 8.870, 3.976], [4.564, 8.045, 2.422], [2.148, 7.851, 1.984], [2.509, 9.489, 2.501], [2.048, 8.353, 4.943], [0.828, 9.269, 3.943], [0.709, 5.427, 4.823], [0.962, 6.814, 5.900], [-0.660, 6.431, 5.304], [1.095, 0.146, -0.910], [-1.511, -2.018, -0.624], [0.904, -3.072, -1.596], [-0.748, -3.316, -2.145], [-0.543, -1.123, -3.556], [1.218, -1.208, -3.118], [1.637, -2.857, -4.619], [0.046, -3.677, -4.362], [0.048, -0.919, -5.617], [-1.052, -2.278, -5.852], [1.870, -2.110, -6.791], [0.668, -3.374, -7.297], [1.328, -0.910, -8.596], [-0.194, -0.534, -7.825], [-0.848, -2.959, -8.961], [0.516, -2.556, -9.986], [-0.541, -0.515, -10.857], [-1.702, -1.884, -10.940], [-4.223, -1.139, -7.191], [-2.906, -2.369, -7.277], [-2.523, -0.639, -7.031]]
}

Entry 3:
{
  "formula": "C33H65F3O31S",
  "method": "ωB97M-V/def2-TZVPD",
  "largest_force_ev_per_a": 3.8,
  "total_charge": 0,
  "e_homo_ev": -10.2,
  "energy_ha": -4326.5866,
  "species": ["C", "C", "O", "S", "O", "O", "C", "C", "O", "C", "C", "F", "F", "F", "H", "H", "H", "H", "H", "H", "H", "H", "H", "H", "H", "C", "O", "C", "O", "O", "C", "H", "H", "H", "H", "H", "H", "C", "O", "C", "O", "O", "C", "H", "H", "H", "H", "H", "H", "C", "O", "C", "O", "O", "C", "H", "H", "H", "H", "H", "H", "C", "O", "C", "O", "O", "C", "H", "H", "H", "H", "H", "H", "C", "O", "C", "O", "O", "C", "H", "H", "H", "H", "H", "H", "C", "O", "C", "O", "O", "C", "H", "H", "H", "H", "H", "H", "C", "O", "C", "O", "O", "C", "H", "H", "H", "H", "H", "H", "C", "O", "C", "O", "O", "C", "H", "H", "H", "H", "H", "H", "C", "O", "C", "O", "O", "C", "H", "H", "H", "H", "H", "H"],
  "xyz": [[9.274, 1.927, 1.706], [9.745, 0.942, 0.533], [9.618, -0.437, 0.994], [8.368, -1.251, 0.224], [8.610, -1.180, -1.269], [6.916, -0.435, 0.458], [6.034, -1.187, 1.346], [4.813, -0.220, 1.750], [3.980, -0.129, 0.577], [3.467, 1.189, 0.380], [4.472, 2.169, -0.374], [5.763, 2.228, 0.210], [4.524, 1.887, -1.755], [3.917, 3.500, -0.280], [9.634, 2.999, 1.544], [8.134, 1.886, 1.723], [9.699, 1.501, 2.679], [10.865, 1.122, 0.388], [9.184, 1.161, -0.427], [5.553, -2.007, 0.707], [6.557, -1.636, 2.244], [4.296, -0.759, 2.622], [5.161, 0.777, 2.156], [3.037, 1.649, 1.334], [2.567, 1.078, -0.321], [7.184, 4.158, -7.719], [7.023, 3.086, -6.792], [6.858, 3.478, -5.521], [6.836, 4.617, -5.129], [6.719, 2.381, -4.763], [6.531, 2.646, -3.372], [7.309, 3.724, -8.710], [6.297, 4.795, -7.729], [8.075, 4.742, -7.482], [5.618, 3.221, -3.212], [7.395, 3.171, -2.959], [6.432, 1.690, -2.863], [8.055, 7.879, 3.826], [6.938, 7.500, 3.023], [7.058, 6.293, 2.452], [7.996, 5.545, 2.566], [5.951, 6.062, 1.732], [5.940, 4.801, 1.062], [7.848, 8.868, 4.235], [8.187, 7.182, 4.655], [8.962, 7.937, 3.222], [5.988, 3.981, 1.781], [6.764, 4.739, 0.349], [5.012, 4.718, 0.514], [1.429, -2.013, -2.076], [1.067, -2.997, -1.108], [0.037, -2.647, -0.328], [-0.572, -1.604, -0.388], [-0.191, -3.656, 0.529], [-1.268, -3.435, 1.438], [2.270, -2.401, -2.649], [0.601, -1.825, -2.763], [1.741, -1.088, -1.587], [-2.207, -3.309, 0.901], [-1.067, -2.569, 2.072], [-1.351, -4.316, 2.074], [-6.867, 0.936, 1.574], [-5.961, 0.741, 0.488], [-5.113, -0.283, 0.658], [-5.067, -1.012, 1.617], [-4.326, -0.356, -0.424], [-3.366, -1.413, -0.377], [-7.502, 1.787, 1.327], [-7.501, 0.058, 1.709], [-6.323, 1.164, 2.492], [-3.865, -2.384, -0.319], [-2.687, -1.278, 0.462], [-2.786, -1.379, -1.297], [-6.992, -2.450, -0.944], [-8.185, -2.915, -0.314], [-8.073, -4.128, 0.243], [-7.080, -4.815, 0.242], [-9.258, -4.436, 0.794], [-9.302, -5.711, 1.431], [-7.196, -1.463, -1.359], [-6.184, -2.360, -0.217], [-6.704, -3.114, -1.762], [-8.590, -5.754, 2.253], [-9.109, -6.509, 0.711], [-10.305, -5.845, 1.836], [-4.593, -9.793, 5.387], [-5.041, -9.388, 4.095], [-5.309, -8.077, 3.993], [-5.202, -7.262, 4.875], [-5.716, -7.833, 2.740], [-6.039, -6.464, 2.483], [-4.408, -10.866, 5.352], [-3.661, -9.289, 5.648], [-5.360, -9.598, 6.139], [-5.164, -5.828, 2.629], [-6.862, -6.138, 3.121], [-6.353, -6.385, 1.447], [-12.662, -2.958, 5.847], [-12.976, -2.811, 4.464], [-11.940, -2.424, 3.704], [-10.821, -2.205, 4.093], [-12.367, -2.325, 2.438], [-11.360, -1.918, 1.512], [-13.571, -3.272, 6.361], [-11.900, -3.727, 5.990], [-12.335, -2.007, 6.272], [-10.547, -2.645, 1.483], [-10.982, -0.925, 1.765], [-11.815, -1.871, 0.522], [0.715, -1.542, -7.724], [1.591, -0.429, -7.560], [2.351, -0.486, -6.457], [2.345, -1.368, -5.636], [3.120, 0.610, -6.423], [3.983, 0.677, -5.288], [0.153, -1.389, -8.645], [1.284, -2.469, -7.816], [0.010, -1.603, -6.894], [4.678, -0.164, -5.282], [3.400, 0.703, -4.365], [4.557, 1.599, -5.358], [2.496, 6.096, -1.125], [1.445, 7.053, -1.238], [0.457, 6.889, -0.347], [0.402, 6.032, 0.498], [-0.458, 7.845, -0.561], [-1.576, 7.791, 0.324], [3.237, 6.323, -1.892], [2.978, 6.166, -0.148], [2.119, 5.087, -1.299], [-1.256, 7.927, 1.358], [-2.114, 6.848, 0.208], [-2.248, 8.607, 0.059]]
}

Entry 4:
{
  "formula": "C33H66CaGeNO11P3",
  "method": "ωB97M-V/def2-TZVPD",
  "largest_force_ev_per_a": 0.7,
  "total_charge": -2,
  "e_homo_ev": 0.3,
  "energy_ha": -5958.2190,
  "species": ["Ca", "O", "C", "O", "C", "C", "C", "C", "C", "N", "C", "O", "O", "H", "H", "H", "H", "C", "C", "C", "O", "P", "O", "C", "P", "O", "O", "C", "C", "C", "O", "C", "C", "C", "O", "C", "C", "C", "H", "H", "H", "H", "H", "H", "H", "H", "H", "H", "H", "H", "H", "H", "H", "H", "H", "H", "H", "H", "H", "H", "H", "H", "H", "H", "H", "H", "H", "H", "C", "C", "P", "C", "C", "C", "C", "H", "H", "H", "H", "H", "H", "H", "H", "H", "H", "H", "H", "H", "H", "H", "C", "Ge", "C", "C", "C", "H", "H", "H", "H", "H", "H", "H", "H", "H", "H", "H", "C", "O", "C", "C", "H", "H", "H", "H", "H", "H"],
  "xyz": [[0.200, -0.190, -0.019], [2.784, 3.782, 0.842], [1.953, 2.649, 0.889], [2.590, 1.546, 0.387], [0.714, 2.740, 1.412], [0.151, 3.967, 1.976], [-0.966, 3.896, 2.737], [-1.618, 2.643, 2.978], [-1.140, 1.569, 2.259], [-0.104, 1.598, 1.422], [-1.808, 0.216, 2.383], [-2.838, 0.043, 3.056], [-1.188, -0.744, 1.771], [3.092, 3.849, -0.068], [0.650, 4.909, 1.788], [-1.376, 4.807, 3.165], [-2.480, 2.538, 3.620], [-1.030, -3.473, 4.873], [-0.722, -2.564, 3.696], [0.767, -2.402, 3.469], [-1.349, -3.208, 2.566], [-1.633, -2.719, 1.078], [-0.520, -2.433, 0.125], [-3.285, -2.001, 0.878], [-3.460, -0.775, -0.439], [-2.524, 0.351, -0.331], [-5.009, -0.373, -0.376], [-5.627, 0.604, 0.507], [-5.955, -0.055, 1.838], [-4.834, 1.881, 0.705], [-3.366, -1.474, -1.844], [-4.038, -2.527, -2.547], [-5.191, -3.154, -1.784], [-2.983, -3.549, -2.921], [-2.151, -4.232, 0.602], [-1.225, -5.188, 0.093], [-0.148, -5.570, 1.098], [-2.049, -6.398, -0.318], [-0.623, -3.039, 5.787], [-0.580, -4.456, 4.721], [-2.107, -3.593, 4.990], [-1.203, -1.601, 3.851], [1.228, -3.381, 3.315], [1.219, -1.940, 4.348], [0.986, -1.756, 2.620], [-3.499, -1.456, 1.802], [-4.012, -2.800, 0.756], [-6.557, 0.837, -0.023], [-5.044, -0.207, 2.418], [-6.461, -1.010, 1.687], [-6.609, 0.602, 2.416], [-3.941, 1.712, 1.304], [-5.477, 2.586, 1.236], [-4.537, 2.322, -0.243], [-4.426, -2.045, -3.451], [-4.826, -3.660, -0.891], [-5.668, -3.903, -2.419], [-5.929, -2.407, -1.499], [-2.628, -4.039, -2.015], [-2.140, -3.057, -3.399], [-3.398, -4.296, -3.601], [-0.733, -4.761, -0.787], [-0.606, -5.914, 2.026], [0.491, -4.718, 1.319], [0.472, -6.370, 0.685], [-2.524, -6.835, 0.562], [-1.412, -7.151, -0.785], [-2.829, -6.114, -1.023], [2.934, -4.380, -2.514], [2.173, -3.357, -1.676], [1.838, -1.664, -2.361], [3.540, -1.196, -2.932], [3.694, 0.324, -3.022], [1.054, -2.101, -3.989], [1.083, -0.974, -5.019], [3.145, -5.281, -1.932], [3.889, -3.980, -2.860], [2.368, -4.687, -3.394], [2.710, -3.160, -0.742], [1.198, -3.742, -1.366], [3.764, -1.678, -3.890], [4.250, -1.596, -2.203], [2.982, 0.753, -3.726], [4.707, 0.598, -3.331], [3.488, 0.783, -2.054], [0.013, -2.352, -3.768], [1.525, -3.001, -4.396], [0.670, -0.063, -4.558], [0.484, -1.239, -5.896], [2.102, -0.783, -5.364], [-0.157, 3.849, -4.196], [-1.241, 2.450, -3.295], [-2.446, 3.472, -2.075], [-2.489, 1.740, -4.674], [-0.167, 1.052, -2.605], [-0.785, 4.612, -4.662], [0.478, 3.400, -4.962], [0.488, 4.334, -3.462], [-3.016, 4.258, -2.579], [-1.857, 3.919, -1.272], [-3.140, 2.768, -1.616], [-3.032, 2.534, -5.193], [-3.216, 1.087, -4.187], [-1.940, 1.149, -5.409], [-0.860, 0.321, -2.166], [0.518, 1.470, -1.854], [3.520, 1.141, 3.072], [2.444, 0.429, 2.495], [2.481, 0.191, 1.092], [3.810, -0.454, 0.721], [3.837, 1.980, 2.447], [4.390, 0.497, 3.270], [3.157, 1.534, 4.024], [4.688, 0.169, 0.943], [3.821, -0.670, -0.345], [3.903, -1.404, 1.258]]
}

Number 1: gap between HOMO and LUMO 8.7317 eV. Number 2: gap between HOMO and LUMO 10.0809 eV. Number 3: gap between HOMO and LUMO 10.4805 eV. Number 4: gap between HOMO and LUMO 3.7349 eV.